# 1
Formula: C28H42F4NO2Si2
Source: the OMol25 dataset
Level of theory: the ωB97M-V functional and the def2-TZVPD basis

Positions of all 79 atoms, in Å:
C -5.459 1.555 2.707
C -4.056 2.161 2.684
C -4.049 3.462 1.889
C -3.551 2.400 4.103
Si -2.830 0.957 1.847
C -2.911 -0.692 2.725
C -3.348 0.651 0.080
O -1.275 1.599 1.896
N -0.238 0.869 1.300
O -0.075 1.068 -0.080
Si 0.518 2.551 -0.613
C -0.732 3.863 -0.175
C 2.090 3.016 0.287
C 0.823 2.551 -2.513
C -0.097 3.574 -3.179
C 0.504 1.149 -3.016
C 2.282 2.902 -2.808
C 0.576 -0.017 2.031
C 1.623 -0.771 1.303
C 0.396 -0.156 3.341
H -5.476 0.620 3.268
H -6.163 2.241 3.185
H -5.820 1.359 1.697
H -3.048 3.894 1.869
H -4.376 3.295 0.861
H -4.724 4.191 2.343
H -2.537 2.805 4.086
H -4.194 3.112 4.624
H -3.541 1.472 4.678
H -3.910 -1.118 2.678
H -2.222 -1.381 2.249
H -2.638 -0.585 3.769
H -4.345 0.224 0.026
H -3.339 1.575 -0.486
H -2.648 -0.043 -0.371
H -0.433 4.846 -0.526
H -1.693 3.614 -0.610
H -0.828 3.893 0.904
H 2.434 4.003 -0.009
H 1.900 3.026 1.354
H 2.880 2.304 0.076
H 0.115 4.584 -2.825
H 0.046 3.567 -4.262
H -1.145 3.346 -2.979
H 1.149 0.411 -2.537
H -0.534 0.890 -2.800
H 0.656 1.087 -4.096
H 2.961 2.184 -2.346
H 2.466 2.889 -3.885
H 2.528 3.901 -2.444
H 2.125 -1.488 1.958
H 1.194 -1.328 0.467
H 2.383 -0.093 0.908
H 0.999 -0.832 3.914
H -0.357 0.403 3.860
F 5.961 -4.097 0.958
C 5.228 -3.259 0.189
C 5.641 -1.957 -0.023
C 4.888 -1.103 -0.810
F 5.294 0.168 -1.018
C 3.723 -1.553 -1.382
C 3.266 -2.870 -1.192
C 2.056 -3.230 -1.831
C 1.347 -4.454 -1.900
C 0.179 -4.473 -2.683
C -0.574 -5.613 -2.830
F -1.685 -5.593 -3.599
C -0.188 -6.777 -2.192
C 0.950 -6.802 -1.409
F 1.328 -7.937 -0.778
C 1.703 -5.662 -1.268
C 4.064 -3.705 -0.386
H 6.551 -1.612 0.427
H 3.156 -0.878 -1.994
H 1.593 -2.424 -2.379
H -0.134 -3.579 -3.189
H -0.774 -7.670 -2.300
H 2.564 -5.760 -0.646
H 3.810 -4.719 -0.173

HOMO-LUMO gap (eV): 2.89
Charge: +1
Strongest force on any atom (eV/A): 1.9
Lowest unoccupied orbital energy (eV): -6.74

=====

# 2
Formula: C28H42O21
Source: the OMol25 dataset
Level of theory: the ωB97M-V functional and the def2-TZVPD basis

Positions of all 91 atoms, in Å:
C 17.171 -4.710 7.827
C 16.500 -5.733 8.732
C 16.853 -5.618 10.227
O 15.578 -5.519 10.871
C 14.597 -5.692 9.971
O 13.458 -5.895 10.231
O 15.083 -5.621 8.699
H 16.640 -3.767 7.949
H 16.989 -5.022 6.799
H 18.225 -4.663 8.086
H 16.791 -6.734 8.396
H 17.492 -4.768 10.463
H 17.330 -6.522 10.605
C 16.472 -3.375 2.817
C 17.101 -3.184 4.181
C 18.491 -3.822 4.327
O 19.346 -2.709 4.608
C 18.621 -1.579 4.737
O 19.045 -0.583 5.241
O 17.369 -1.767 4.323
H 16.583 -4.447 2.603
H 17.108 -2.896 2.065
H 15.447 -3.055 2.675
H 16.380 -3.469 4.945
H 18.758 -4.306 3.389
H 18.544 -4.525 5.150
C 17.433 -11.032 5.146
C 18.234 -10.017 4.373
C 17.549 -9.553 3.070
O 17.388 -8.135 3.225
C 17.680 -7.788 4.492
O 17.503 -6.710 4.959
O 18.266 -8.803 5.150
H 17.736 -11.061 6.191
H 17.478 -12.041 4.737
H 16.378 -10.748 5.104
H 19.247 -10.335 4.137
H 16.593 -10.025 2.848
H 18.188 -9.700 2.200
C 21.992 -1.039 6.239
C 22.986 -2.006 6.813
C 24.180 -2.316 5.896
O 25.307 -2.258 6.755
C 24.935 -1.829 7.986
O 25.682 -1.748 8.907
O 23.640 -1.474 7.991
H 22.427 -0.189 5.723
H 21.177 -0.754 6.904
H 21.417 -1.657 5.537
H 22.526 -2.947 7.118
H 24.265 -1.677 5.018
H 24.106 -3.343 5.530
C 17.243 2.457 9.719
C 16.820 1.499 8.643
C 17.907 0.835 7.809
O 17.864 -0.542 8.192
C 16.766 -0.774 8.939
O 16.448 -1.853 9.326
O 16.111 0.369 9.218
H 17.921 1.955 10.414
H 16.373 2.736 10.316
H 17.669 3.370 9.311
H 16.063 1.951 7.998
H 18.903 1.239 8.008
H 17.783 0.910 6.729
C 20.612 3.043 2.644
C 19.787 1.888 3.115
C 18.537 2.340 3.868
O 17.567 1.400 3.489
C 17.897 0.901 2.272
O 17.157 0.248 1.609
O 19.174 1.210 1.975
H 20.029 3.623 1.930
H 21.505 2.711 2.112
H 20.946 3.633 3.497
H 20.348 1.095 3.606
H 18.253 3.361 3.596
H 18.736 2.334 4.940
C 16.011 -3.947 -1.543
C 17.369 -4.318 -0.984
C 18.016 -5.500 -1.723
O 19.352 -5.093 -1.921
C 19.470 -3.773 -1.648
O 20.452 -3.137 -1.826
O 18.316 -3.270 -1.136
H 15.434 -4.879 -1.624
H 16.070 -3.543 -2.552
H 15.429 -3.321 -0.871
H 17.195 -4.614 0.055
H 17.519 -5.667 -2.684
H 17.866 -6.426 -1.169

Relative energy (zero: lowest compared OMol25 entry of this formula, charge and spin) (kcal/mol): 17.6
SMILES: C[C@H]1COC(=O)O1.C[C@H]1COC(=O)O1.C[C@H]1COC(=O)O1.C[C@H]1COC(=O)O1.C[C@H]1COC(=O)O1.C[C@H]1COC(=O)O1.C[C@H]1COC(=O)O1
HOMO-LUMO gap (eV): 10.46
Strongest force on any atom (eV/A): 1.6
Lowest unoccupied orbital energy (eV): -0.04